(1)
{
  "formula": "C4H6O2",
  "method": "ωB97M-V with the def2-TZVPD basis set",
  "elements": ["C", "O", "C", "C", "O", "C", "H", "H", "H", "H", "H", "H"],
  "xyz": [[1.6382, 0.1156, -0.2434], [1.3379, -0.2338, 1.1252], [0.2898, 0.1009, 0.2681], [-0.9321, 0.9314, 0.4990], [-1.5924, 0.2492, -0.5727], [-0.7085, -0.8739, -0.4840], [1.4914, -0.7449, -0.8958], [2.3670, 0.9175, -0.3777], [-0.9321, 2.0145, 0.3858], [-1.3594, 0.6320, 1.4668], [-1.0830, -1.6873, 0.1534], [-0.5620, -1.3124, -1.4987]],
  "lowdin_charge": [-0.05, 0.02, -0.42, -0.10, -0.11, -0.10, 0.11, 0.13, 0.13, 0.13, 0.12, 0.13],
  "de_lowest_ev": 3.805,
  "smiles": "C1OCC12CO2",
  "e_tot_ha": -306.36647
}

=====

(2)
{
  "formula": "C4H6O2",
  "method": "ωB97M-V with the def2-TZVPD basis set",
  "elements": ["O", "C", "C", "C", "O", "C", "H", "H", "H", "H", "H", "H"],
  "xyz": [[-1.7638, 0.5445, -0.4208], [-0.5763, 0.0106, 0.0272], [-0.1828, 0.0930, 1.4111], [0.7991, 0.7236, 0.0719], [1.4267, -0.3104, -0.6424], [0.1554, -0.9502, -0.9170], [-2.2105, 0.8948, 0.3639], [1.0449, 0.8584, 1.2160], [0.4280, -0.7684, 1.7101], [0.8816, 1.7547, -0.2738], [0.1512, -2.0140, -0.6579], [-0.1189, -0.8048, -1.9664]],
  "lowdin_charge": [0.04, -0.53, 0.09, -0.20, -0.06, -0.07, 0.11, 0.12, 0.07, 0.17, 0.13, 0.13],
  "de_lowest_ev": 5.469,
  "e_tot_ha": -306.30531
}

=====

(3)
{
  "formula": "C4H6O2",
  "method": "ωB97M-V with the def2-TZVPD basis set",
  "elements": ["O", "C", "C", "C", "O", "C", "H", "H", "H", "H", "H", "H"],
  "xyz": [[-0.8958, -2.0395, -1.2722], [-0.4898, -1.0134, -0.7249], [-0.4124, 0.0322, -1.6852], [0.5431, 1.3109, 0.5544], [-0.1068, 0.3064, 1.2804], [0.0377, -0.9618, 0.6972], [-1.3779, 0.5303, -1.8592], [0.1688, 1.3899, -0.4938], [1.6273, 1.1443, 0.4808], [0.3367, 2.2616, 1.0460], [-0.5236, -1.6768, 1.3036], [1.0927, -1.2841, 0.6729]],
  "lowdin_charge": [0.06, -0.52, 0.25, -0.10, -0.16, -0.14, 0.06, 0.05, 0.11, 0.10, 0.14, 0.14],
  "de_lowest_ev": 5.077,
  "e_tot_ha": -306.31974
}